No. 1
18
Properties=species:S:1:pos:R:3:lowdin_charge:R:1 method="wB97M-V/def2-TZVPD" homo_ev="-7.45 / -7.45" max_force_ha_per_bohr=0.00806 energy_ev=-7422.545 de_lowest_kj_mol=459.9 orbital_gap_ha="0.2756 / 0.2755"
O -0.81 -2.45 0.83 -0.101
C 0.77 -0.75 -0.49 -0.113
C -0.69 0.69 0.64 -0.235
C -1.50 -0.54 0.39 0.061
C 1.40 1.76 -0.40 -0.087
C 0.31 0.70 -0.51 -0.487
H 1.14 -1.13 -1.45 0.051
H -1.83 -0.69 -0.64 0.096
H 2.11 1.68 -1.23 0.074
H -1.27 -3.06 0.22 0.065
H -1.36 1.56 0.75 0.125
H 0.99 2.78 -0.41 0.072
H -2.25 -0.81 1.13 0.085
H -0.11 -1.94 0.23 -0.007
H -0.15 0.59 1.59 0.128
H 1.97 1.63 0.53 0.076
H -0.26 0.88 -1.44 0.131
H 1.55 -0.89 0.28 0.065

=====

No. 2
44
Properties=species:S:1:pos:R:3:lowdin_charge:R:1 method="wB97M-V/def2-TZVPD" homo_ev="-8.64 / -11.17" max_force_ha_per_bohr=0.04477 charge=+1 multiplicity=5 energy_ev=-66153.490 de_lowest_kj_mol=0.0 orbital_gap_ha="0.2109 / 0.3000"
Co -0.05 0.03 0.03 0.721
O 1.76 0.32 0.82 -0.119
O -0.94 2.46 -0.01 -0.039
O 0.28 -2.48 0.53 -0.047
O 3.35 1.72 -1.91 -0.154
O -2.92 -0.33 -0.19 -0.063
O 1.87 -0.48 -2.07 -0.079
N -0.46 0.11 2.09 0.047
N -1.64 -0.44 -0.77 -0.161
N 0.53 -0.31 -1.73 -0.142
C -0.36 -0.83 -2.59 -0.274
C -0.01 -1.42 -3.91 -0.018
C 2.56 2.78 -1.36 -0.104
C -1.62 0.45 2.71 -0.094
C -1.77 0.33 4.10 -0.033
C -2.91 -1.33 -2.70 -0.018
C 0.54 -0.27 4.26 0.012
C -0.69 -0.08 4.88 -0.025
C -1.67 -0.86 -2.04 -0.283
C 0.61 -0.15 2.87 -0.228
C 1.92 -0.24 2.15 -0.114
H -2.81 -0.53 0.76 0.068
H 1.05 -1.70 -3.90 0.078
H -3.81 -0.88 -2.26 0.080
H 2.56 2.65 -0.27 0.073
H -2.44 0.86 2.09 0.118
H -0.20 -0.72 -4.73 0.097
H 0.89 -3.02 -0.02 0.086
H -1.79 2.51 -0.47 0.068
H -2.88 -1.09 -3.77 0.089
H 4.27 2.01 -2.10 0.122
H 1.45 -0.52 4.81 0.132
H -0.81 -0.19 5.96 0.123
H 2.31 0.43 -2.07 0.057
H -0.58 -2.96 0.52 0.084
H 2.69 0.31 2.71 0.142
H -1.16 2.79 0.87 0.057
H 2.21 -1.30 2.06 0.138
H -2.75 0.54 4.53 0.119
H 2.97 3.77 -1.62 0.097
H -0.62 -2.31 -4.12 0.089
H 2.52 0.14 0.24 0.115
H -3.03 -2.42 -2.64 0.096
H 1.55 2.67 -1.78 0.086